[1]
This record from the OMol25 dataset describes a single C10H19NS molecule in a non-equilibrium geometry. The level of theory is ωB97M-V with the def2-TZVPD basis set.

Each atom is followed by the atoms it is bonded to, with distances in Å.
Cartesian coordinates (Å):
1 C 1.2853 1.2891 -0.5422  C2 1.526, C5 1.564, H13 1.245, H14 1.084
2 C -0.0176 0.8140 -1.1799  C1 1.526, C3 1.584, C7 1.474, H15 1.191
3 C -1.1041 0.2657 -0.1657  C2 1.584, C4 1.619, C8 1.569, H16 1.096
4 C -0.5159 -0.4886 1.1405  C3 1.619, C6 1.533, C9 1.571, H17 1.075
5 C 1.8094 0.1738 0.4203  C1 1.564, C6 1.622, N11 1.524, H18 1.083
6 C 0.7376 0.2416 1.6355  C4 1.533, C5 1.622, S12 1.771, H19 1.095
7 C -0.7213 1.8057 -2.0134  C2 1.474, H20 1.050, H21 1.151, H22 1.132
8 C -2.0802 -0.8228 -0.7351  C3 1.569, H23 1.134, H24 1.147, H25 1.059
9 C -1.6459 -0.3441 2.2222  C4 1.571, H26 1.001, H27 1.116, H28 1.141
10 C 2.5117 -2.1233 -0.3023  N11 1.313, H29 1.056, H31 1.126
11 N 1.9314 -0.9764 -0.5719  C5 1.524, C10 1.313, H30 1.057
12 S 1.2578 -0.0811 3.2970  C6 1.771
13 H 2.1290 1.3663 -1.4542  C1 1.245
14 H 1.2164 2.2397 -0.0261  C1 1.084
15 H 0.2839 -0.1111 -1.8662  C2 1.191
16 H -1.6879 1.1721 0.0323  C3 1.096
17 H -0.2718 -1.5347 1.1002  C4 1.075
18 H 2.7458 0.3301 0.9411  C5 1.083
19 H 0.6174 1.3299 1.6573  C6 1.095
20 H -0.8237 2.6660 -1.4205  C7 1.050
21 H -1.7342 1.5136 -2.4756  C7 1.151
22 H -0.0445 1.9894 -2.9021  C7 1.132
23 H -2.4174 -1.5997 0.0192  C8 1.134
24 H -1.5488 -1.5760 -1.4179  C8 1.147
25 H -2.9501 -0.4493 -1.2093  C8 1.059
26 H -2.5383 -0.7055 1.9475  C9 1.001
27 H -1.8603 0.6695 2.6383  C9 1.116
28 H -1.3643 -0.8543 3.2033  C9 1.141
29 H 3.1494 -2.3335 0.5132  C10 1.056
30 H 1.4612 -0.8955 -1.5151  N11 1.057
31 H 2.1900 -2.9705 -0.9703  C10 1.126

Summary:
orbital gap (spin up / spin down): 4.87 / 4.87 eV
strongest force on any atom: 4.7 eV/A
lowest unoccupied orbital energy (spin up / spin down): -1.42 / -1.42 eV
spin multiplicity: 1
ΔE to the lowest compared entry with this formula, charge and spin: 5.005 eV
charge: 0

---

[2]
This record from the OMol25 dataset describes a single C10H19OP molecule in a non-equilibrium geometry. The level of theory is ωB97M-V with the def2-TZVPD basis set.

Each atom is followed by the atoms it is bonded to, with distances in Å.
Cartesian coordinates (Å):
1 C 0.0040 3.3980 0.6303  C2 1.221, H13 1.060
2 C 0.0931 2.2311 0.2810  C1 1.221, P12 1.804
3 C -2.6034 1.1243 -0.5527  C9 1.482, H14 1.116, H15 1.122, H16 1.116
4 C -1.8632 -1.2888 -0.9160  C9 1.526, H17 1.093, H18 1.129, H19 1.100
5 C -1.5170 -0.2480 1.3043  C9 1.538, H20 1.088, H21 1.056, H22 1.121
6 C 1.7686 -0.3221 1.3921  C10 1.553, H23 1.100, H24 1.146, H25 1.152
7 C 1.8022 -1.5060 -0.8168  C10 1.531, H26 1.121, H27 1.067, H28 1.111
8 C 2.5477 0.8290 -0.7808  C10 1.502, H29 1.139, H30 1.090, H31 1.090
9 C -1.6548 0.0419 -0.1996  C3 1.482, C4 1.526, C5 1.538, P12 1.855
10 C 1.6009 -0.1461 -0.1421  C6 1.553, C7 1.531, C8 1.502, P12 1.968
11 O -0.0388 1.0631 -2.2149  P12 1.493
12 P -0.0361 0.7589 -0.7532  C2 1.804, C9 1.855, C10 1.968, O11 1.493
13 H 0.0808 4.4224 0.8917  C1 1.060
14 H -2.7334 2.0707 0.0236  C3 1.116
15 H -2.1293 1.4836 -1.5040  C3 1.122
16 H -3.6618 0.8165 -0.7295  C3 1.116
17 H -0.8730 -1.6709 -0.6547  C4 1.093
18 H -2.0038 -1.1089 -2.0213  C4 1.129
19 H -2.6090 -1.8325 -0.3170  C4 1.100
20 H -1.2551 -1.2989 1.4102  C5 1.088
21 H -0.7417 0.3561 1.6917  C5 1.056
22 H -2.5412 -0.1133 1.7400  C5 1.121
23 H 1.4547 0.5123 2.0359  C6 1.100
24 H 1.0826 -1.1824 1.7120  C6 1.146
25 H 2.8851 -0.5574 1.5496  C6 1.152
26 H 1.4433 -1.3048 -1.8598  C7 1.121
27 H 1.2262 -2.3229 -0.4426  C7 1.067
28 H 2.8706 -1.7914 -0.7062  C7 1.111
29 H 2.4649 0.8398 -1.9167  C8 1.139
30 H 2.4326 1.8868 -0.5426  C8 1.090
31 H 3.5648 0.8283 -0.3899  C8 1.090

Summary:
orbital gap (spin up / spin down): 4.06 / 4.71 eV
strongest force on any atom: 7.2 eV/A
<S²>: 2.0170
lowest unoccupied orbital energy (spin up / spin down): 0.67 / -4.19 eV
spin multiplicity: 3
ΔE to the lowest compared entry with this formula, charge and spin: 2.277 eV
charge: 0

---

[3]
This record from the OMol25 dataset describes 2 unconnected molecules or ions with the total composition C10H20. The level of theory is ωB97M-V with the def2-TZVPD basis set.

Each atom is followed by the atoms it is bonded to, with distances in Å.
Cartesian coordinates (Å):
1 C 3.4095 2.6201 1.2411  C2 1.530, C6 1.530, H7 1.107, H8 1.107
2 C 2.1041 3.4179 1.2699  C1 1.530, C3 1.530, H9 1.107, H10 1.107
3 C 1.8000 3.9202 2.6829  C2 1.530, C4 1.530, H11 1.107, H12 1.107
4 C 1.7550 2.7597 3.6791  C3 1.530, C5 1.530, H13 1.107, H14 1.107
5 C 3.0604 1.9619 3.6503  C4 1.530, C6 1.530, H15 1.107, H16 1.107
6 C 3.3645 1.4596 2.2374  C1 1.530, C5 1.530, H17 1.107, H18 1.107
7 H 4.2462 3.2924 1.5118  C1 1.107
8 H 3.6011 2.2387 0.2196  C1 1.107
9 H 1.2764 2.7626 0.9368  C2 1.107
10 H 2.1625 4.2705 0.5662  C2 1.107
11 H 0.8391 4.4698 2.6938  C3 1.107
12 H 2.5951 4.6262 2.9909  C3 1.107
13 H 1.5634 3.1410 4.7006  C4 1.107
14 H 0.9183 2.0874 3.4084  C4 1.107
15 H 3.8881 2.6172 3.9834  C5 1.107
16 H 3.0020 1.1093 4.3540  C5 1.107
17 H 4.3254 0.9099 2.2264  C6 1.107
18 H 2.5694 0.7537 1.9293  C6 1.107
19 C 1.1426 -1.1355 0.0493  C20 1.501, H23 1.103, H24 1.103, H25 1.103
20 C 0.1984 0.0302 0.0952  C19 1.501, C21 1.337, H26 1.098
21 C -0.5124 0.3940 1.1682  C20 1.337, C22 1.501, H27 1.098
22 C -1.4567 1.5597 1.2141  C21 1.501, H28 1.103, H29 1.103, H30 1.103
23 H 1.1650 -1.6470 1.0262  C19 1.103
24 H 2.1631 -0.7938 -0.1924  C19 1.103
25 H 0.8225 -1.8589 -0.7194  C19 1.103
26 H 0.0910 0.6204 -0.8245  C20 1.098
27 H -0.4050 -0.1962 2.0878  C21 1.098
28 H -2.4772 1.2180 1.4557  C22 1.103
29 H -1.1366 2.2831 1.9827  C22 1.103
30 H -1.4790 2.0712 0.2371  C22 1.103

Summary:
orbital gap: 10.31 eV
strongest force on any atom: 0.5 eV/A
lowest unoccupied orbital energy: 1.12 eV
spin multiplicity: 1
ΔE to the lowest compared entry with this formula, charge and spin: 0.262 eV
charge: 0
structure (SMILES): C1CCCCC1.C/C=C/C